1.
C53H71BIN3O7P | ωB97M-V/def2-TZVPD

Cartesian coordinates (Å):
C (-3.987, 6.098, -4.898)
C (-4.301, 5.581, -3.496)
C (-3.201, 5.923, -2.495)
C (-3.612, 5.810, -1.033)
C (-2.397, 5.798, -0.105)
C (-1.676, 4.435, -0.064)
C (-0.220, 4.538, -0.499)
C (0.525, 3.206, -0.557)
C (2.049, 3.410, -0.555)
C (2.705, 3.324, 0.837)
C (3.759, 2.207, 0.932)
B (4.980, 2.569, -0.121)
C (5.402, 4.008, -0.547)
O (5.666, 1.528, -0.706)
C (3.060, 0.900, 0.535)
N (3.750, -0.279, 0.963)
C (3.291, -1.494, 0.289)
C (4.056, -1.785, -1.000)
C (5.544, -2.009, -0.708)
C (3.437, -2.998, -1.686)
C (3.925, -0.386, 2.399)
C (2.638, -0.671, 3.208)
C (1.648, 0.440, 3.591)
C (0.575, -0.087, 4.548)
C (-0.483, -0.929, 3.855)
O (-1.445, -1.443, 4.761)
C (4.851, 0.783, 2.828)
I (4.978, 0.634, 4.999)
C (6.233, 0.525, 2.227)
C (7.337, 1.566, 2.291)
N (4.206, 2.117, 2.432)
P (4.968, 3.847, 2.787)
N (5.984, 3.652, 4.094)
O (3.600, 4.466, 3.421)
H (-3.658, 7.138, -4.857)
H (-4.859, 6.041, -5.548)
H (-3.178, 5.504, -5.329)
H (-5.255, 5.987, -3.146)
H (-4.397, 4.492, -3.536)
H (-2.350, 5.255, -2.679)
H (-2.830, 6.934, -2.695)
H (-4.180, 4.884, -0.892)
H (-4.285, 6.628, -0.766)
H (-2.683, 6.115, 0.899)
H (-1.692, 6.555, -0.468)
H (-1.722, 4.044, 0.957)
H (-2.203, 3.738, -0.722)
H (-0.185, 4.997, -1.492)
H (0.309, 5.220, 0.178)
H (0.252, 2.682, -1.475)
H (0.224, 2.572, 0.284)
H (2.234, 4.422, -0.924)
H (2.527, 2.749, -1.281)
H (1.943, 3.156, 1.609)
H (3.149, 4.289, 1.070)
H (4.810, 4.836, -0.164)
H (5.455, 4.077, -1.636)
H (6.430, 4.159, -0.194)
H (5.162, 0.934, -1.279)
H (2.993, 0.866, -0.554)
H (2.017, 0.935, 0.888)
H (3.451, -2.339, 0.963)
H (2.213, -1.434, 0.082)
H (3.976, -0.918, -1.671)
H (5.686, -2.551, 0.230)
H (5.991, -2.617, -1.496)
H (6.106, -1.077, -0.678)
H (3.951, -3.216, -2.621)
H (3.537, -3.876, -1.043)
H (2.379, -2.851, -1.903)
H (4.563, -1.264, 2.540)
H (2.893, -1.220, 4.115)
H (2.080, -1.390, 2.602)
H (2.143, 1.265, 4.116)
H (1.137, 0.837, 2.711)
H (1.058, -0.686, 5.330)
H (0.079, 0.742, 5.058)
H (-0.025, -1.768, 3.320)
H (-1.031, -0.304, 3.145)
H (-1.068, -1.454, 5.651)
H (6.074, 0.238, 1.190)
H (6.589, -0.375, 2.732)
H (7.628, 1.819, 3.307)
H (8.203, 1.157, 1.771)
H (7.082, 2.484, 1.753)
H (3.330, 2.135, 2.957)
H (6.627, 4.438, 4.119)
H (5.576, 3.523, 5.011)
H (3.293, 4.062, 4.246)
C (-2.646, -8.356, -0.805)
C (-1.490, -9.000, -0.377)
C (-0.965, -8.728, 0.875)
C (-1.591, -7.805, 1.704)
C (-2.744, -7.149, 1.270)
C (-3.272, -7.433, 0.016)
C (-3.422, -6.133, 2.124)
O (-4.428, -5.568, 1.752)
C (-2.816, -5.830, 3.455)
C (-3.401, -4.856, 4.254)
C (-2.865, -4.573, 5.499)
C (-1.748, -5.266, 5.952)
C (-1.157, -6.232, 5.157)
C (-1.684, -6.514, 3.903)
C (-1.016, -7.543, 3.055)
O (-0.037, -8.140, 3.448)
H (-3.059, -8.577, -1.780)
H (-1.001, -9.717, -1.022)
H (-0.072, -9.225, 1.226)
H (-4.171, -6.923, -0.302)
H (-4.271, -4.329, 3.888)
H (-3.317, -3.810, 6.119)
H (-1.338, -5.050, 6.930)
H (-0.287, -6.779, 5.493)
C (-4.650, 1.610, -7.913)
C (-5.721, 0.827, -8.329)
C (-6.234, -0.149, -7.492)
C (-5.674, -0.351, -6.237)
C (-4.583, 0.419, -5.826)
C (-4.078, 1.402, -6.670)
C (-3.950, 0.211, -4.492)
O (-3.009, 0.886, -4.127)
C (-4.521, -0.854, -3.614)
C (-3.943, -1.090, -2.371)
C (-4.474, -2.056, -1.533)
C (-5.586, -2.790, -1.929)
C (-6.160, -2.566, -3.168)
C (-5.630, -1.601, -4.014)
C (-6.270, -1.385, -5.344)
O (-7.242, -2.023, -5.683)
H (-4.261, 2.382, -8.564)
H (-6.160, 0.984, -9.305)
H (-7.073, -0.760, -7.795)
H (-3.242, 2.001, -6.336)
H (-3.082, -0.506, -2.077)
H (-4.025, -2.240, -0.565)
H (-6.002, -3.540, -1.268)
H (-7.025, -3.127, -3.493)

Results
multiplicity	1
total charge	+1
HOMO-LUMO gap	0.30742	Eh
E_LUMO	-2.6	eV
DFT total energy	-3416.92144	Ha
energy above the lowest of the compared OMol25 structures with the same formula, charge and spin	18.0	kJ/mol

=====

2.
C32H37N3O2 | ωB97M-V/def2-TZVPD

Cartesian coordinates (Å):
C (3.080, -0.831, -0.085)
C (1.846, -1.709, 0.125)
C (2.289, -3.160, 0.343)
C (1.078, -1.211, 1.363)
C (-0.338, -1.792, 1.521)
O (-0.765, -1.868, 2.683)
N (-1.048, -2.173, 0.421)
C (-0.432, -2.383, -0.775)
O (-0.894, -3.148, -1.651)
C (0.875, -1.626, -1.061)
H (2.797, 0.219, -0.218)
H (3.737, -0.890, 0.792)
H (3.658, -1.142, -0.963)
H (1.428, -3.826, 0.487)
H (2.863, -3.521, -0.522)
H (2.921, -3.219, 1.238)
H (1.654, -1.434, 2.270)
H (0.977, -0.117, 1.291)
H (0.635, -0.564, -1.229)
H (1.338, -2.021, -1.975)
C (-8.726, 3.358, 2.926)
N (-8.234, 2.192, 3.623)
C (-8.568, 2.119, 5.028)
C (-7.514, 1.238, 2.981)
C (-7.017, 0.095, 3.669)
C (-6.163, -0.790, 3.035)
C (-5.810, -0.609, 1.672)
C (-4.846, -1.462, 1.004)
C (-3.894, -2.180, 1.768)
C (-3.090, -3.188, 1.271)
C (-2.565, -4.271, 2.074)
C (-1.854, -5.313, 1.434)
C (-1.435, -6.435, 2.145)
C (-1.681, -6.534, 3.527)
C (-2.336, -5.480, 4.187)
C (-2.774, -4.360, 3.474)
C (-4.878, -1.547, -0.458)
C (-3.686, -1.473, -1.189)
C (-3.675, -1.646, -2.556)
C (-4.886, -1.750, -3.280)
N (-4.876, -1.777, -4.643)
C (-6.045, -2.099, -5.442)
C (-3.654, -1.533, -5.381)
C (-6.104, -1.792, -2.550)
C (-6.096, -1.672, -1.175)
C (-6.354, 0.504, 0.984)
C (-7.168, 1.414, 1.618)
H (-9.212, 3.088, 1.980)
H (-9.453, 3.839, 3.583)
H (-7.919, 4.074, 2.708)
H (-7.735, 1.721, 5.622)
H (-8.795, 3.142, 5.352)
H (-9.461, 1.495, 5.203)
H (-7.285, -0.076, 4.711)
H (-5.769, -1.652, 3.577)
H (-3.789, -1.939, 2.827)
H (-3.042, -3.325, 0.199)
H (-1.645, -5.215, 0.366)
H (-0.928, -7.247, 1.618)
H (-1.358, -7.421, 4.087)
H (-2.522, -5.547, 5.263)
H (-3.279, -3.544, 3.992)
H (-2.755, -1.301, -0.654)
H (-2.725, -1.736, -3.071)
H (-6.710, -2.791, -4.911)
H (-6.627, -1.203, -5.722)
H (-5.699, -2.577, -6.369)
H (-3.123, -0.663, -4.969)
H (-2.982, -2.406, -5.330)
H (-3.910, -1.344, -6.430)
H (-7.050, -1.903, -3.076)
H (-7.039, -1.692, -0.627)
H (-6.100, 0.673, -0.061)
H (-7.517, 2.285, 1.069)

Results
multiplicity	1
HOMO-LUMO gap	0.22946	Eh
E_LUMO	-1.2	eV
DFT total energy	-1556.28050	Ha
energy above the lowest of the compared OMol25 structures with the same formula, charge and spin	0.0	kJ/mol

=====

Please write out number 2 again, unchanged.
C32H37N3O2 | ωB97M-V/def2-TZVPD

Cartesian coordinates (Å):
C (3.080, -0.831, -0.085)
C (1.846, -1.709, 0.125)
C (2.289, -3.160, 0.343)
C (1.078, -1.211, 1.363)
C (-0.338, -1.792, 1.521)
O (-0.765, -1.868, 2.683)
N (-1.048, -2.173, 0.421)
C (-0.432, -2.383, -0.775)
O (-0.894, -3.148, -1.651)
C (0.875, -1.626, -1.061)
H (2.797, 0.219, -0.218)
H (3.737, -0.890, 0.792)
H (3.658, -1.142, -0.963)
H (1.428, -3.826, 0.487)
H (2.863, -3.521, -0.522)
H (2.921, -3.219, 1.238)
H (1.654, -1.434, 2.270)
H (0.977, -0.117, 1.291)
H (0.635, -0.564, -1.229)
H (1.338, -2.021, -1.975)
C (-8.726, 3.358, 2.926)
N (-8.234, 2.192, 3.623)
C (-8.568, 2.119, 5.028)
C (-7.514, 1.238, 2.981)
C (-7.017, 0.095, 3.669)
C (-6.163, -0.790, 3.035)
C (-5.810, -0.609, 1.672)
C (-4.846, -1.462, 1.004)
C (-3.894, -2.180, 1.768)
C (-3.090, -3.188, 1.271)
C (-2.565, -4.271, 2.074)
C (-1.854, -5.313, 1.434)
C (-1.435, -6.435, 2.145)
C (-1.681, -6.534, 3.527)
C (-2.336, -5.480, 4.187)
C (-2.774, -4.360, 3.474)
C (-4.878, -1.547, -0.458)
C (-3.686, -1.473, -1.189)
C (-3.675, -1.646, -2.556)
C (-4.886, -1.750, -3.280)
N (-4.876, -1.777, -4.643)
C (-6.045, -2.099, -5.442)
C (-3.654, -1.533, -5.381)
C (-6.104, -1.792, -2.550)
C (-6.096, -1.672, -1.175)
C (-6.354, 0.504, 0.984)
C (-7.168, 1.414, 1.618)
H (-9.212, 3.088, 1.980)
H (-9.453, 3.839, 3.583)
H (-7.919, 4.074, 2.708)
H (-7.735, 1.721, 5.622)
H (-8.795, 3.142, 5.352)
H (-9.461, 1.495, 5.203)
H (-7.285, -0.076, 4.711)
H (-5.769, -1.652, 3.577)
H (-3.789, -1.939, 2.827)
H (-3.042, -3.325, 0.199)
H (-1.645, -5.215, 0.366)
H (-0.928, -7.247, 1.618)
H (-1.358, -7.421, 4.087)
H (-2.522, -5.547, 5.263)
H (-3.279, -3.544, 3.992)
H (-2.755, -1.301, -0.654)
H (-2.725, -1.736, -3.071)
H (-6.710, -2.791, -4.911)
H (-6.627, -1.203, -5.722)
H (-5.699, -2.577, -6.369)
H (-3.123, -0.663, -4.969)
H (-2.982, -2.406, -5.330)
H (-3.910, -1.344, -6.430)
H (-7.050, -1.903, -3.076)
H (-7.039, -1.692, -0.627)
H (-6.100, 0.673, -0.061)
H (-7.517, 2.285, 1.069)

Results
multiplicity	1
HOMO-LUMO gap	0.22946	Eh
E_LUMO	-1.2	eV
DFT total energy	-1556.28050	Ha
energy above the lowest of the compared OMol25 structures with the same formula, charge and spin	0.0	kJ/mol